Molecular formula: C4H18N2O6
Method: DFT, ωB97M-V/def2-TZVPD

Output
SMILES = Cc1cnc[nH]1.O.O.O.O.O.O
HOMO = -9.0789 eV
LUMO level = 0.33 eV
ΔE to the lowest compared entry with this formula, charge and spin = 62.9 kcal/mol

Structure (XYZ):
```
30
C4H18N2O6 ωB97M-V/def2-TZVPD
C -0.92 0.00 1.06
C 0.23 0.38 0.29
C 0.93 -0.43 -0.62
N 1.85 0.41 -1.20
C 1.80 1.65 -0.68
N 0.73 1.66 0.15
H -1.15 0.52 1.99
H -1.90 0.02 0.49
H -0.92 -1.10 1.13
H 0.84 -1.38 -1.04
H 2.52 2.50 -0.52
H 0.39 2.41 0.69
H 0.96 -4.32 0.86
H 0.59 -4.29 -0.51
O 0.14 -4.23 0.36
H 2.31 -2.45 1.14
H 3.19 -2.34 -0.05
O 2.75 -2.92 0.57
H 1.05 -2.03 2.45
H 1.23 -0.71 1.75
O 1.68 -1.32 2.35
H -1.02 0.05 -2.31
H -1.73 -0.05 -1.00
O -1.88 0.30 -1.91
H -1.93 2.91 -2.89
H -2.59 2.21 -1.94
O -2.63 3.01 -2.26
H -2.07 3.48 -0.12
H -2.52 3.15 1.17
O -1.90 2.90 0.61
```